[1]
DFT (ωB97M-V/def2-TZVPD) results for C26H20N2O2SSbSe4W as an isolated structure.

Structure (XYZ):
```
57
Properties=species:S:1:pos:R:3:mulliken_charge:R:1
W 0.9339 -1.2374 1.4965 0.449
Se 4.6322 -0.4407 3.4412 -0.625
Sb 3.0991 -2.2594 3.0877 0.629
Se 0.3819 -1.0302 3.7181 -0.327
Se 2.8011 -3.0116 0.7493 -0.349
Se 2.6748 -4.0122 4.6851 -0.614
C -1.5353 4.4694 -3.3228 -1.485
C -0.8106 3.2463 -2.8330 1.138
C -1.2661 1.9697 -3.1549 -1.020
C -0.6259 0.8438 -2.6685 -0.500
C 0.4789 1.0008 -1.8457 0.455
C 0.9576 2.2566 -1.5121 -0.241
C 0.3067 3.3721 -2.0171 -0.874
S 1.3245 -0.4349 -1.2737 1.261
O 2.0820 -0.0272 -0.0772 -0.693
O 2.0404 -0.9657 -2.3944 -0.685
N 0.2696 -1.4064 -0.5959 0.296
C -0.1911 -2.6223 -1.0488 0.364
C -0.3650 -3.0376 -2.3447 -0.829
C -0.8782 -4.3250 -2.6031 -0.937
C -1.1975 -5.1771 -1.5888 -0.956
C -0.9850 -4.7865 -0.2449 1.029
C -1.2144 -5.6474 0.8552 -0.714
C -0.9080 -5.2167 2.1076 -1.011
C -0.3740 -3.9252 2.2995 0.240
N -0.1781 -3.0726 1.3039 0.403
C -0.4807 -3.5138 0.0333 0.049
H -2.2636 4.2157 -4.0927 0.365
H -0.8417 5.2018 -3.7375 0.363
H -2.0696 4.9519 -2.5013 0.281
H -2.1401 1.8581 -3.7858 0.308
H -0.9994 -0.1444 -2.9072 0.220
H 1.8077 2.3571 -0.8511 0.565
H 0.6635 4.3580 -1.7423 0.342
H -0.0898 -2.3877 -3.1641 0.500
H -1.0118 -4.6387 -3.6306 0.374
H -1.5862 -6.1661 -1.7951 0.376
H -1.6006 -6.6444 0.6812 0.420
H -1.0257 -5.8463 2.9774 0.400
H -0.0692 -3.6207 3.2876 0.267
C 1.5350 4.4126 2.2902 -0.495
C 2.2724 3.2249 2.4878 -0.910
C 1.7179 2.0104 2.2011 -0.267
C 0.4010 1.9003 1.6847 1.064
C -0.1697 0.6315 1.3350 0.049
C -1.4549 0.6311 0.8523 -0.593
C -2.2047 1.8194 0.6790 -1.050
C -1.6609 3.0285 0.9935 -0.920
C -0.3391 3.0924 1.5067 1.667
C 0.2544 4.3413 1.8179 -0.912
H 1.9787 5.3728 2.5231 0.394
H 3.2823 3.2655 2.8768 0.477
H 2.3220 1.1241 2.3799 -0.187
H -1.9178 -0.3101 0.5697 0.305
H -3.2134 1.7606 0.2851 0.402
H -2.2183 3.9484 0.8551 0.366
H -0.3315 5.2428 1.6717 0.372
```

Values from the calculation:
HOMO energy (alpha / beta) = -4.13 / -4.35 eV
net charge = -1

---

[2]
DFT (ωB97M-V/def2-TZVPD) results for C26H21AuN6OS as an isolated structure at a distorted geometry.

Structure (XYZ):
```
56
Properties=species:S:1:pos:R:3:mulliken_charge:R:1
Au 0.3959 -0.2983 -1.5493 1.028
C 1.4671 3.7644 -1.7778 -1.471
C 1.4211 2.2795 -1.7637 1.282
N 0.2967 1.6276 -1.8104 0.580
N -0.9262 2.1463 -1.8707 -1.179
C -1.8687 1.2303 -1.7504 0.303
O -1.5881 -0.0572 -1.6519 -0.668
C -3.2669 1.6228 -1.7424 0.705
C -3.6153 2.9790 -1.7714 -0.257
C -4.9441 3.3450 -1.7045 -0.735
C -5.9315 2.3705 -1.6119 -0.375
C -5.5908 1.0229 -1.5951 -0.689
C -4.2641 0.6460 -1.6608 -0.345
C 2.6012 1.4294 -1.6968 0.326
C 3.9029 1.9063 -1.6606 -0.647
C 4.9625 1.0156 -1.6420 -0.403
C 4.7080 -0.3506 -1.6681 -0.833
C 3.3973 -0.7770 -1.6863 0.078
N 2.3771 0.0818 -1.6909 -0.242
H 0.4584 4.1652 -1.7769 0.340
H 1.9838 4.1175 -2.6730 0.393
H 2.0065 4.1335 -0.9039 0.396
H -2.8365 3.7244 -1.8469 0.441
H -5.2147 4.3917 -1.7201 0.414
H -6.9712 2.6639 -1.5557 0.414
H -6.3630 0.2690 -1.5290 0.419
H -3.9851 -0.3987 -1.6571 0.431
H 4.0748 2.9735 -1.6527 0.447
H 5.9808 1.3789 -1.6143 0.463
H 5.5126 -1.0711 -1.6746 0.436
H 3.1430 -1.8284 -1.6999 0.430
N 0.2982 -2.0776 2.5622 -0.073
C 0.3507 -1.2467 3.6973 0.139
C 0.2939 -1.8089 4.9647 -0.701
C 0.3262 -1.0048 6.0918 -0.667
C 0.4109 0.3729 5.9647 -0.661
C 0.4752 0.9429 4.7030 -0.674
C 0.4516 0.1372 3.5771 0.889
S 0.5641 0.8623 1.9760 -0.268
N 0.5918 -0.4269 0.9458 -0.099
C 0.4343 -1.6680 1.2701 0.702
C 0.3925 -2.6822 0.2004 1.058
C 0.3367 -4.0471 0.4817 -1.002
C 0.2418 -4.9799 -0.5327 -0.464
C 0.2179 -4.5466 -1.8505 -0.748
C 0.2992 -3.1943 -2.0855 -0.182
N 0.3894 -2.2867 -1.1012 -0.224
H 0.1393 -3.0495 2.7463 0.041
H 0.2226 -2.8866 5.0649 0.375
H 0.2848 -1.4529 7.0747 0.403
H 0.4275 0.9991 6.8454 0.407
H 0.5384 2.0179 4.5853 0.403
H 0.3768 -4.3991 1.5005 0.421
H 0.1844 -6.0350 -0.3017 0.472
H 0.1379 -5.2384 -2.6760 0.450
H 0.2905 -2.8044 -3.0951 0.526
```

Values from the calculation:
HOMO energy = -12.56 eV
net charge = +2

---

[3]
DFT (ωB97M-V/def2-TZVPD) results for C26H21BF4N4OPPtS as an isolated structure at a distorted geometry.

Structure (XYZ):
```
60
Properties=species:S:1:pos:R:3:mulliken_charge:R:1
Pt 0.1274 0.2105 0.0168 1.006
N 4.4925 1.1454 0.2804 -0.397
C 3.2638 0.6822 0.5403 0.699
S 2.0490 1.7830 1.1359 -0.195
N 3.0208 -0.6050 0.4663 -1.373
N 1.8457 -1.1054 0.5211 0.999
C 1.5474 -2.3949 0.7391 -0.773
C 0.2859 -2.8459 0.3690 0.980
C -0.2172 -4.1335 0.7079 -1.066
C -1.4953 -4.4745 0.3654 -0.319
C -2.2765 -3.5546 -0.3505 -0.803
C -1.7413 -2.3127 -0.6415 0.264
N -0.5129 -1.9564 -0.3099 -0.183
H 4.5906 2.1286 0.0814 0.256
H 5.1159 0.5376 -0.2321 0.293
H 2.2629 -3.0267 1.2523 0.427
H 0.4172 -4.8038 1.2666 0.432
H -1.9127 -5.4311 0.6408 0.467
H -3.2777 -3.7980 -0.6644 0.454
H -2.3245 -1.5835 -1.1869 0.085
O -0.6885 -0.9064 2.4166 -0.500
C -0.9354 0.0459 1.7417 -0.058
C -1.9090 1.0959 2.0083 0.230
C -2.6695 1.0167 3.1793 -0.736
C -3.5154 2.0553 3.5141 -0.663
C -3.6232 3.1694 2.6891 -0.690
C -2.9081 3.2382 1.5023 -0.544
C -2.0627 2.1966 1.1500 0.798
P -1.1447 2.1439 -0.4159 1.687
C -2.2421 1.2755 -1.5754 0.178
C -3.6036 1.0970 -1.3247 -0.784
C -4.3702 0.3800 -2.2251 -0.663
C -3.7872 -0.1883 -3.3518 -0.695
C -2.4358 -0.0024 -3.6035 -0.684
C -1.6587 0.7285 -2.7243 -0.408
C -1.0105 3.8750 -0.9192 0.483
C -0.1350 4.7063 -0.2257 -0.252
C -0.0330 6.0375 -0.5838 -0.898
C -0.7986 6.5334 -1.6291 -0.505
C -1.6742 5.7037 -2.3117 -0.814
C -1.7771 4.3658 -1.9714 -0.398
H -2.5607 0.1496 3.8136 0.559
H -4.0854 2.0037 4.4286 0.428
H -4.2652 3.9872 2.9746 0.468
H -3.0074 4.0935 0.8462 0.543
H -4.0558 1.5310 -0.4435 0.475
H -5.4284 0.2627 -2.0485 0.445
H -4.3904 -0.7688 -4.0329 0.416
H -1.9700 -0.4300 -4.4772 0.479
H -0.6155 0.8927 -2.9494 0.480
H 0.4607 4.2949 0.5762 0.345
H 0.6532 6.6876 -0.0644 0.445
H -0.7044 7.5695 -1.9190 0.418
H -2.2654 6.0992 -3.1234 0.442
H -2.4551 3.7133 -2.5025 0.461
F 1.4832 0.1147 -1.9738 -0.356
B 1.8890 1.3895 -2.5113 0.109
F 3.1642 1.6378 -2.1214 -0.280
F 1.6745 1.4294 -3.8333 -0.315
F 1.0101 2.2905 -1.8402 0.101
```

Values from the calculation:
HOMO energy = -11.08 eV
net charge = +1

---

[4]
DFT (ωB97M-V/def2-TZVPD) results for C26H21BrN2RhS as an isolated structure.

Structure (XYZ):
```
52
Properties=species:S:1:pos:R:3:mulliken_charge:R:1
Rh 0.0947 -0.3980 0.1258 -0.548
Br 2.3631 0.1029 -1.7081 -0.158
C 2.0806 1.9849 -1.6881 0.883
C 2.9478 2.7654 -2.3904 -0.683
C 2.7751 4.1630 -2.3754 -0.569
C 1.7560 4.7153 -1.6568 -0.944
C 0.8551 3.9050 -0.9254 1.035
C -0.1942 4.4886 -0.1741 -0.804
C -1.0639 3.7056 0.5229 -1.186
C -0.9305 2.3014 0.4849 0.207
C 0.0773 1.6731 -0.2128 -0.156
C 0.9968 2.4899 -0.9343 0.967
H 3.7596 2.3208 -2.9490 0.426
H 3.4596 4.7866 -2.9337 0.390
H 1.6195 5.7893 -1.6355 0.390
H -0.2913 5.5673 -0.1695 0.401
H -1.8656 4.1508 1.0981 0.441
H -1.6527 1.7233 1.0533 0.199
C 2.3523 -2.9980 -0.5801 -1.633
C 1.0087 -3.2335 -1.1970 1.060
C 0.8786 -4.3169 -2.0967 -0.870
C -0.3316 -4.5951 -2.6483 -0.757
C -1.4571 -3.8309 -2.2638 1.054
C -2.7569 -4.1258 -2.7405 -0.718
C -3.8458 -3.4216 -2.2940 -0.750
C -3.6708 -2.4087 -1.3504 -0.525
C -2.4070 -2.0614 -0.8765 0.984
S -2.2709 -0.7985 0.2647 -0.212
C -1.2588 -2.7797 -1.3529 -0.393
N -0.0155 -2.4632 -0.8738 0.053
H 2.6912 -3.9165 -0.0981 0.503
H 2.3263 -2.1952 0.1513 0.148
H 3.0931 -2.7531 -1.3433 0.392
H 1.7552 -4.9038 -2.3340 0.473
H -0.4530 -5.4074 -3.3539 0.437
H -2.8757 -4.9326 -3.4527 0.401
H -4.8376 -3.6558 -2.6537 0.406
H -4.5264 -1.8670 -0.9694 0.495
N 0.7500 -1.0693 2.2044 -0.612
C 0.2813 0.0421 2.9968 0.940
C -1.0011 0.0238 3.5262 -0.368
C -1.4757 1.1405 4.1986 -0.686
C -0.6750 2.2651 4.3394 -0.593
C 0.6095 2.2686 3.8137 -0.618
C 1.0918 1.1591 3.1390 -0.369
H 1.7529 -1.1784 2.3106 0.255
H 0.3046 -1.9384 2.4775 0.212
H -1.6262 -0.8551 3.4160 0.438
H -2.4734 1.1268 4.6167 0.400
H -1.0486 3.1338 4.8641 0.430
H 1.2388 3.1416 3.9224 0.410
H 2.0856 1.1692 2.7060 0.319
```

Values from the calculation:
<S²> = 6.040
HOMO energy (alpha / beta) = -10.05 / -10.53 eV
multiplicity = 5
net charge = +1